Density functional theory data (wB97M-V/def2-TZVPD) for C22H50BClNO13P3Si2 as an isolated structure.

XYZ file:
```
93
Properties=species:S:1:pos:R:3:lowdin_charge:R:1
C 5.417 0.258 4.065 0.079
C 5.234 0.268 2.875 -0.133
Si 4.937 0.061 1.066 0.427
C 6.075 1.377 0.318 -0.212
C 5.687 1.797 -1.055 -0.309
N 6.319 1.447 -2.097 0.085
C 5.550 -1.638 0.589 -0.150
C 6.246 -1.590 -0.786 -0.390
C 5.296 -1.946 -2.037 -0.024
O 6.479 -2.766 -1.377 -0.071
O 3.405 0.467 0.595 -0.276
Si 2.064 -0.412 1.069 0.519
C 0.635 0.825 0.980 -0.296
C 0.522 1.576 -0.361 -0.296
C -0.399 0.959 -1.421 -0.583
Cl -1.820 0.091 -0.788 0.606
P 1.443 -2.137 -0.258 0.614
O 2.552 -3.030 -0.707 -0.520
B 2.025 -1.117 2.968 -0.695
O 1.870 -0.180 3.969 0.099
O 2.093 -2.446 3.263 0.145
H 5.834 0.329 5.043 0.033
H 5.929 2.243 0.974 0.085
H 7.124 1.093 0.415 0.094
H 4.832 2.475 -1.145 0.111
H 5.875 1.851 -2.919 0.052
H 4.802 -2.426 0.500 0.079
H 6.400 -1.930 1.221 0.101
H 6.975 -0.799 -0.960 0.117
H 5.427 -2.507 -2.964 0.114
H 5.708 -1.000 -2.522 0.053
H 0.919 1.577 1.727 0.083
H -0.301 0.395 1.339 0.050
H 1.517 1.624 -0.815 0.096
H 0.235 2.610 -0.174 0.105
H 0.156 0.343 -2.124 0.054
H -0.794 1.775 -2.025 0.069
H 0.562 -2.886 0.572 0.000
H 0.686 -1.653 -1.350 -0.038
H 0.940 0.080 4.024 0.100
H 2.566 -2.902 2.556 0.088
O -4.156 -3.147 -6.736 -0.223
P -2.780 -2.654 -6.516 0.501
O -2.890 -1.305 -5.615 -0.189
C -3.609 -1.325 -4.385 -0.275
C -2.788 -1.924 -3.259 -0.107
O -2.365 -2.001 -7.940 -0.200
C -3.180 -2.169 -9.098 -0.287
C -4.182 -1.040 -9.240 -0.075
O -1.222 -2.998 -6.221 -0.169
C -0.811 -4.093 -5.385 -0.267
C -1.734 -5.292 -5.443 -0.087
H -4.554 -1.862 -4.500 0.112
H -3.850 -0.288 -4.151 0.118
H -2.658 -3.001 -3.408 0.065
H -3.283 -1.781 -2.300 0.048
H -1.802 -1.466 -3.215 0.054
H -3.677 -3.139 -9.082 0.103
H -2.507 -2.173 -9.956 0.115
H -4.700 -0.847 -8.301 0.073
H -4.923 -1.277 -10.005 0.076
H -3.678 -0.114 -9.522 0.074
H -0.695 -3.740 -4.357 0.102
H 0.183 -4.384 -5.725 0.121
H -2.752 -5.031 -5.136 0.066
H -1.374 -6.076 -4.777 0.084
H -1.785 -5.692 -6.456 0.087
O -1.870 1.607 5.198 -0.234
P -2.271 2.828 5.933 0.503
O -2.006 4.089 4.942 -0.189
C -2.561 4.096 3.629 -0.282
C -4.022 4.506 3.629 -0.073
O -1.073 3.054 6.998 -0.196
C -0.074 2.054 7.189 -0.281
C 1.106 2.278 6.269 -0.074
O -3.313 3.547 6.947 -0.166
C -4.718 3.242 6.963 -0.268
C -5.038 1.803 6.622 -0.087
H -2.435 3.118 3.155 0.107
H -1.979 4.816 3.053 0.118
H -4.643 3.727 4.079 0.061
H -4.379 4.666 2.612 0.080
H -4.163 5.425 4.199 0.085
H -0.496 1.059 7.052 0.103
H 0.248 2.119 8.230 0.117
H 0.782 2.469 5.245 0.069
H 1.764 1.408 6.269 0.072
H 1.684 3.149 6.582 0.078
H -5.243 3.928 6.293 0.104
H -5.069 3.464 7.971 0.121
H -4.672 1.534 5.625 0.066
H -6.116 1.643 6.636 0.084
H -4.577 1.123 7.339 0.088
```

The charge is 0.


Density functional theory data (wB97M-V/def2-TZVPD) for a 3-piece molecular cluster, C22H50BO10P2 overall.

XYZ file:
```
85
Properties=species:S:1:pos:R:3:lowdin_charge:R:1
C -1.660 -6.041 0.544 -0.062
C -0.327 -6.249 0.964 -0.171
C 0.607 -5.212 1.694 -0.109
B -0.003 -3.689 1.844 -0.922
C -1.186 -3.637 2.986 -0.080
C -0.716 -3.194 4.434 -0.388
C -2.018 -3.301 5.378 -0.131
C -0.234 -1.685 4.539 -0.095
O -0.651 -3.051 0.674 -0.079
C 0.413 -2.635 -0.175 -0.177
C 1.330 -1.882 0.949 -0.282
C 0.523 -0.509 1.121 -0.048
O 1.216 -2.860 1.995 -0.053
H -1.849 -6.007 -0.571 0.046
H -2.543 -5.906 1.220 0.044
H 0.124 -7.261 0.708 0.076
H 1.564 -5.139 1.080 0.100
H 0.958 -5.555 2.725 0.099
H -2.084 -3.010 2.705 0.106
H -1.580 -4.703 3.098 0.096
H 0.068 -3.865 4.882 0.126
H -2.435 -4.344 5.423 0.063
H -1.841 -2.823 6.381 0.052
H -2.800 -2.656 4.861 0.073
H 0.896 -1.690 4.424 0.078
H -0.633 -1.019 3.727 0.067
H -0.455 -1.269 5.561 0.056
H 0.130 -2.002 -1.068 0.082
H 0.945 -3.531 -0.639 0.119
H 2.411 -1.777 0.650 0.136
H -0.497 -0.659 1.563 0.074
H 0.374 -0.065 0.096 0.066
H 1.161 0.144 1.795 0.063
O -2.942 1.381 -4.636 -0.240
P -3.115 -0.092 -5.012 0.723
O -1.666 -0.662 -4.446 -0.226
C -1.527 -0.824 -3.033 -0.291
C -2.372 -1.971 -2.509 -0.072
O -2.746 0.121 -6.618 -0.274
C -2.788 1.394 -7.249 -0.295
C -1.412 2.033 -7.247 -0.076
O -3.599 -1.688 -5.366 -0.244
C -3.462 -2.327 -6.632 -0.289
C -2.031 -2.723 -6.938 -0.073
H -1.786 0.110 -2.525 0.112
H -0.474 -1.026 -2.835 0.103
H -3.440 -1.752 -2.623 0.069
H -2.172 -2.149 -1.450 0.074
H -2.170 -2.887 -3.066 0.084
H -3.542 2.039 -6.799 0.103
H -3.100 1.225 -8.286 0.114
H -0.996 2.098 -6.240 0.076
H -1.451 3.038 -7.674 0.074
H -0.713 1.431 -7.832 0.075
H -3.903 -1.722 -7.425 0.108
H -4.066 -3.238 -6.579 0.117
H -1.358 -1.866 -6.968 0.067
H -1.979 -3.228 -7.906 0.077
H -1.649 -3.396 -6.168 0.081
O 2.208 2.524 2.629 -0.222
P 2.798 3.813 3.200 0.727
O 1.503 4.814 2.918 -0.228
C 0.380 4.695 3.786 -0.295
C 0.686 5.210 5.181 -0.089
O 3.718 4.160 1.864 -0.273
C 4.048 3.176 0.888 -0.285
C 3.059 3.214 -0.261 -0.070
O 3.581 5.077 4.036 -0.250
C 4.518 5.984 3.460 -0.290
C 3.861 7.018 2.567 -0.075
H 0.048 3.653 3.822 0.113
H -0.427 5.285 3.347 0.118
H 1.436 4.584 5.675 0.068
H -0.215 5.210 5.798 0.077
H 1.089 6.224 5.140 0.076
H 4.125 2.183 1.331 0.107
H 5.045 3.426 0.509 0.114
H 2.029 3.105 0.086 0.076
H 3.269 2.420 -0.980 0.078
H 3.113 4.177 -0.776 0.073
H 5.320 5.448 2.952 0.110
H 4.989 6.505 4.299 0.116
H 3.334 6.568 1.725 0.068
H 4.613 7.702 2.168 0.078
H 3.123 7.594 3.129 0.077
```

The charge is -1.


Respective orbital gap values: 8.04 4.26 eV.
Respective DFT total energy values: -108554.6708 -63351.5229 eV.